1.
Molecular formula: C53H121F6N7O5
Method: DFT, wB97M-V/def2-TZVPD

F_max: 2.62 eV/A
HOMO-LUMO gap: 8.48 eV
ΔE to the lowest compared entry with this formula, charge and spin: 32.7 kcal/mol

ORCA input file:
```
! wB97M-V def2-TZVPD RIJCOSX def2/J DEFGRID3
* xyz 0 1
F -8.476 -1.272 -1.502
F 0.126 1.493 1.639
F 0.859 -0.497 2.209
F -8.467 0.907 -1.434
F -6.865 -0.218 -0.492
F 1.787 0.631 0.600
O -8.364 0.399 1.518
O -10.157 -0.512 0.528
O -1.345 0.297 -0.095
O 0.050 -1.447 -0.237
O 2.742 2.057 -4.789
N -5.324 4.152 1.736
N 1.274 4.657 -1.542
N -1.159 -0.728 5.720
N 3.904 -2.474 3.766
N -4.771 -2.241 -6.357
N 6.550 0.231 -2.175
N 4.556 -5.273 -1.084
C 6.201 0.790 -0.873
C -5.513 -1.018 -6.657
C 3.036 -3.298 -1.400
C 6.345 -3.887 -1.978
C -2.996 -1.495 4.257
C -5.864 6.578 2.030
C -2.267 -0.273 4.834
C 5.735 -7.424 -0.910
C -4.872 -3.198 -7.458
C 3.099 -3.029 2.645
C -8.098 -0.473 3.755
C -0.021 4.900 -0.918
C 2.161 3.867 -0.692
C -9.003 -0.205 0.553
C -5.199 -0.340 -8.008
C 2.333 1.117 -4.144
C 4.712 1.133 -0.692
C -4.539 -1.902 -3.941
C 3.205 -4.726 -0.913
C 2.346 5.516 -3.556
C -2.947 4.591 2.568
C 5.677 -4.417 -0.709
C 1.260 1.328 -3.100
C -6.031 5.150 2.523
C 2.851 -0.288 -4.391
C 1.750 -3.416 3.277
C -5.179 -2.741 -5.030
C 2.574 4.537 0.641
C -5.232 2.501 3.750
C 4.615 -6.557 -0.379
C -1.733 -0.899 7.044
C 5.771 -4.137 3.678
C 1.857 5.852 -2.156
C 9.074 0.620 -1.876
C -6.157 -3.973 -7.652
C -0.735 -1.532 8.033
C 0.638 0.338 1.214
C -3.549 0.537 -1.091
C -0.265 -0.388 0.205
C 3.568 -1.062 4.041
C -8.191 -0.215 -0.744
C -5.501 2.800 2.248
C -0.276 1.662 6.090
C 6.318 1.168 -3.257
C -8.859 0.455 2.856
C 6.428 0.590 -4.667
C -0.701 3.580 -0.472
C -3.933 4.413 1.389
C 5.345 -2.697 3.514
C 3.970 -0.141 2.872
C -0.026 0.202 5.737
C -2.176 -0.073 -1.199
C 7.890 -0.298 -2.120
H -5.236 -0.205 -5.969
H 3.621 -3.868 2.193
H -1.713 3.808 -0.129
H -3.588 3.621 0.721
H -2.435 -1.136 -1.121
H -8.874 1.488 3.208
H 3.537 -2.564 -0.765
H 3.382 0.779 2.933
H 2.891 -2.360 1.799
H 10.047 0.143 -2.005
H -3.522 -2.093 4.996
H 1.526 5.184 -4.201
H 2.959 -4.902 0.151
H -2.950 0.369 5.398
H 6.750 -7.072 -0.705
H 3.097 3.692 -1.221
H 5.371 -3.559 -0.095
H 3.481 -0.520 -3.528
H 7.410 0.151 -4.870
H -5.624 -1.005 -8.768
H 6.913 2.079 -3.089
H -6.553 2.562 2.052
H -0.211 -2.379 7.589
H 7.135 -3.143 -1.829
H 2.728 6.145 -1.558
H -5.918 -4.751 -8.383
H -5.448 1.436 3.827
H 4.311 1.832 -1.426
H 5.664 -3.399 -2.672
H -4.055 0.134 -0.214
H -6.275 -2.742 -4.988
H 6.500 0.111 -0.077
H 5.800 -0.293 -4.824
H 4.687 -6.415 0.711
H 2.739 6.346 -4.151
H -6.258 6.738 1.028
H -6.417 7.228 2.709
H 1.872 -3.953 4.212
H 0.119 5.581 -0.066
H -4.247 2.830 4.073
H 5.303 1.576 -3.252
H 4.127 0.217 -0.799
H 0.461 0.587 -3.136
H -4.163 0.271 -1.951
H 2.058 -1.028 -4.497
H -2.520 -1.662 7.062
H 3.777 -0.698 1.962
H -2.055 5.082 2.177
H -8.027 -1.471 3.318
H -2.271 -0.039 7.466
H -3.614 -1.400 -4.221
H 5.922 -2.033 4.162
H 0.950 -2.682 3.294
H -1.586 0.063 -2.103
H 0.869 2.321 -3.316
H 0.279 0.243 4.685
H -0.827 2.863 -1.277
H 2.411 -5.323 -1.375
H -3.404 5.103 3.415
H 1.120 6.652 -2.207
H 0.814 -0.222 6.284
H -4.457 -2.761 -8.366
H -9.925 0.210 2.842
H -6.435 -4.574 -6.784
H 5.608 -7.671 -1.962
H -7.081 -0.199 4.038
H -5.927 3.021 4.416
H -5.751 0.596 -8.049
H -7.090 4.886 2.444
H -4.861 -3.786 -5.044
H 6.260 -4.369 4.628
H 4.908 -4.801 3.639
H -6.592 -1.101 -6.454
H -3.907 5.251 0.686
H -4.289 -2.507 -3.066
H 9.043 1.008 -0.855
H -5.713 5.062 3.571
H 5.777 -8.379 -0.367
H -3.778 -1.003 3.661
H 7.907 -1.079 -1.348
H 3.246 5.374 0.458
H -6.990 -3.330 -7.933
H -4.063 -3.927 -7.291
H 8.072 -0.982 -2.961
H -1.805 0.277 4.010
H 1.981 -3.024 -1.433
H 3.708 -7.153 -0.507
H 4.596 1.619 0.277
H 6.538 -4.390 2.943
H 1.378 -4.175 2.568
H -3.574 1.629 -1.049
H 9.143 1.482 -2.546
H -0.621 2.218 5.216
H 3.395 -0.256 -5.332
H 6.723 1.752 -0.743
H -2.614 3.647 3.006
H -0.173 3.333 0.442
H -0.986 1.876 6.894
H -2.381 -2.077 3.578
H 6.396 -4.958 -0.095
H -5.230 -1.129 -3.596
H 1.672 2.921 -0.482
H 3.022 3.760 1.263
H -4.921 2.019 1.754
H -1.230 -1.926 8.922
H 6.127 1.294 -5.439
H 3.456 -3.191 -2.401
H -0.776 5.388 -1.539
H 1.746 1.288 -2.122
H -4.143 -0.277 -8.256
H 3.081 4.713 -3.508
H 5.001 0.214 2.916
H 5.571 -2.371 2.487
H -4.811 6.856 2.090
H 6.866 -4.708 -2.476
H 4.000 -0.720 4.980
H 0.030 -0.829 8.370
H 1.734 4.926 1.220
H -8.643 -0.580 4.695
H 2.483 -1.115 4.128
H 0.644 2.133 6.442
*
```

***

2.
Molecular formula: CH6N3O
Method: DFT, wB97M-V/def2-TZVPD

F_max: 5.15 eV/A
HOMO-LUMO gap: 11.57 eV
ΔE to the lowest compared entry with this formula, charge and spin: 25.8 kcal/mol

ORCA input file:
```
! wB97M-V def2-TZVPD RIJCOSX def2/J DEFGRID3
* xyz 1 1
O -2.121 0.038 -0.062
N -0.977 0.868 0.088
N 0.166 -1.319 0.051
N 1.320 0.703 -0.107
C 0.293 -0.019 0.139
H 2.335 0.506 -0.288
H -0.832 -1.795 -0.068
H -2.544 0.358 -0.891
H -1.093 1.512 0.964
H 1.190 1.765 -0.084
H 0.857 -2.094 -0.043
*
```

***

3.
Molecular formula: C5H11O2S
Method: DFT, wB97M-V/def2-TZVPD

F_max: 1.93 eV/A
HOMO-LUMO gap: 7.62 eV
ΔE to the lowest compared entry with this formula, charge and spin: 15.2 kcal/mol

ORCA input file:
```
! wB97M-V def2-TZVPD RIJCOSX def2/J DEFGRID3
* xyz -1 1
S -0.585 0.810 2.270
O 1.622 0.382 -1.256
O 2.162 -1.660 -0.500
C -1.959 1.774 0.066
C 0.635 -1.508 -2.310
C 0.746 -0.343 2.447
C -0.776 0.955 0.490
C 1.601 -0.879 -1.299
H 0.507 -1.127 -3.330
H 0.735 -2.586 -2.221
H 1.128 -0.660 1.473
H -0.382 -1.292 -1.930
H 0.154 1.364 0.074
H -2.853 1.276 0.481
H 1.535 0.224 2.958
H 0.557 -1.173 3.130
H -0.764 -0.094 0.165
H -2.148 2.809 0.331
H -1.913 1.727 -1.041
*
```

***

4.
Molecular formula: C5H13NO
Method: DFT, wB97M-V/def2-TZVPD

F_max: 2.46 eV/A
HOMO-LUMO gap: 8.82 eV
ΔE to the lowest compared entry with this formula, charge and spin: 35.6 kcal/mol

ORCA input file:
```
! wB97M-V def2-TZVPD RIJCOSX def2/J DEFGRID3
* xyz 0 1
O -0.180 1.191 -2.886
N 0.787 -0.598 0.939
C 1.985 -0.603 0.096
C 0.375 0.849 1.241
C -1.055 0.892 0.763
C -1.629 -0.502 0.846
C -0.376 -1.317 0.404
H 2.789 0.015 0.488
H -1.598 1.755 1.170
H 0.993 1.576 0.722
H -2.334 -0.606 0.019
H 0.377 0.509 -3.207
H -1.094 1.132 -0.304
H 2.300 -1.643 0.075
H -0.933 1.258 -3.490
H -2.086 -0.887 1.749
H 0.517 0.828 2.319
H -0.298 -2.364 0.684
H 1.859 -0.213 -0.928
H -0.398 -1.272 -0.700
*
```